The following is a quantum chemistry calculation of a molecular structure, C18H30NO4P2Pt, from the OMol25 dataset.

Last column: Löwdin spin population.
Geometry (Å):
C: 2.98351 -2.63243 1.94197  0.296
C: 2.34546 -1.55318 1.24896  0.124
N: 0.96112 -1.58995 1.12862  0.344
C: 0.22822 -2.58279 1.70087  0.260
C: 0.82782 -3.65828 2.35555  0.198
C: 2.23634 -3.67173 2.46586  0.286
C: 3.06816 -0.49278 0.63522  0.347
P: 2.14453 0.90199 0.03213  0.097
Pt: 0.00000 0.00000 0.00000  0.524
P: -1.88415 -1.28158 0.35910  0.045
C: -1.28159 -2.42450 1.70189  0.037
C: -0.96618 1.59914 -0.90234  0.312
C: -1.20031 2.81216 -0.20467  0.210
C: -1.87078 3.89559 -0.79353  -0.001
C: -2.34150 3.81077 -2.11199  0.218
C: -2.13003 2.62441 -2.82870  0.098
C: -1.45682 1.54651 -2.23181  0.068
O: 2.99296 -2.08659 -1.82048  0.031
O: 0.54554 -3.25066 -1.92178  0.022
H: 4.07320 -2.61706 2.04058  0.010
H: 0.21279 -4.44789 2.79465  0.004
H: 2.73558 -4.49820 2.98396  0.014
C: 2.41917 2.39451 1.08518  0.035
C: 2.86874 1.41854 -1.58513  0.016
H: -1.78776 -3.40486 1.66973  0.003
H: -1.57225 -1.93935 2.65450  0.015
H: 3.06170 -1.52110 -0.98516  0.016
H: 4.14059 -0.40733 0.85481  0.012
C: -3.41193 -0.51264 1.02980  0.013
C: -2.46230 -2.39075 -0.98539  0.006
H: -0.84965 2.91051 0.82916  0.005
H: -2.02737 4.81404 -0.21444  -0.003
H: -2.86493 4.65551 -2.57359  0.009
H: -2.48902 2.53493 -3.86140  0.002
H: -1.31314 0.63355 -2.82604  0.003
H: 0.28288 -0.22537 -1.33513  0.048
H: 0.42723 -3.11391 -2.87909  0.000
H: 1.47637 -2.91499 -1.78314  0.001
H: 3.75158 -2.69268 -1.74434  0.001
H: 0.26602 -1.00296 -1.05198  0.074
H: 3.49098 2.65683 1.12348  0.002
H: 1.84464 3.24204 0.67276  0.004
H: 2.05643 2.17251 2.10120  0.000
H: 3.90646 1.77412 -1.45570  0.000
H: 2.86825 0.54350 -2.25546  0.002
H: 2.25441 2.22371 -2.02251  0.001
H: -3.25502 -3.07455 -0.63463  0.000
H: -2.84842 -1.77158 -1.81329  0.001
H: -1.58071 -2.95739 -1.33299  0.001
H: -4.17151 -1.26640 1.30039  0.002
H: -3.14483 0.09110 1.91213  0.000
H: -3.81689 0.16560 0.26025  0.000
O: -2.06292 2.04145 2.36313  0.052
C: -1.19638 1.14749 2.76964  0.013
O: -0.50967 0.33195 1.97119  0.113
H: -1.16105 0.94265 3.83046  0.008

Its charge is +1. The multiplicity is 5. As for the LUMO energy (spin up / spin down): -2.7737 / -7.1170 eV.